DFT (ωB97M-V with the def2-TZVPD basis set) results for a molecular structure, C28H49BCrN7O8P2S3Se.

Summary:
DFT total energy = -7430.009360 Ha
Multiplicity = 2
Frontier orbital gap (spin up / spin down) = 0.21512 / 0.23698 Ha
ΔE to the lowest compared entry with this formula, charge and spin = 0.0 kcal per mole
Highest occupied orbital energy (spin up / spin down) = -6.8 / -6.8 eV

Positions of all 100 atoms, in Å:
Cr -0.465 -0.710 -0.848
C -3.655 1.601 -0.771
C -3.064 2.974 -0.455
C -3.802 4.005 -1.304
C -3.223 3.325 1.025
N -1.600 3.060 -0.781
C -1.042 4.060 -1.558
C 0.297 3.972 -1.426
N 0.576 2.932 -0.570
B 1.998 2.810 0.096
N 2.987 1.883 -0.662
C 4.326 2.053 -0.406
C 4.986 1.013 -0.940
N 4.051 0.185 -1.533
C 2.831 0.745 -1.356
S 1.355 0.236 -2.110
C 4.516 -1.139 -2.088
C 5.622 -0.839 -3.100
C 3.444 -1.972 -2.779
C 5.050 -1.945 -0.902
N 1.816 2.499 1.599
C 1.196 3.489 2.341
C 0.909 2.998 3.554
N 1.323 1.675 3.575
C 1.943 1.377 2.383
S 2.814 -0.022 2.028
C 1.136 0.821 4.788
C 0.037 1.472 5.633
C 2.451 0.793 5.561
C 0.662 -0.598 4.459
C -0.587 2.384 -0.187
S -0.716 0.961 0.801
H -4.705 1.626 -0.473
H -3.161 0.799 -0.234
H -3.605 1.384 -1.837
H -4.866 3.903 -1.095
H -3.654 3.826 -2.370
H -3.513 5.029 -1.062
H -4.282 3.336 1.284
H -2.805 4.313 1.231
H -2.721 2.593 1.657
H -1.629 4.734 -2.151
H 1.078 4.573 -1.855
H 2.458 3.927 0.017
H 4.685 2.888 0.169
H 6.032 0.776 -0.920
H 5.262 -0.157 -3.872
H 5.924 -1.770 -3.579
H 6.507 -0.404 -2.637
H 3.030 -1.471 -3.652
H 2.630 -2.246 -2.111
H 3.940 -2.887 -3.110
H 5.870 -1.433 -0.397
H 5.416 -2.909 -1.259
H 4.258 -2.121 -0.174
H 1.016 4.467 1.931
H 0.436 3.474 4.390
H 0.364 2.397 6.111
H -0.242 0.780 6.427
H -0.850 1.679 5.031
H 2.787 1.807 5.787
H 3.217 0.291 4.970
H 2.323 0.253 6.501
H -0.159 -0.576 3.740
H 0.297 -1.049 5.384
H 1.441 -1.220 4.045
C -0.115 -0.792 -5.338
C -1.442 -0.796 -4.603
O -2.515 -0.810 -5.558
P -1.682 0.714 -3.564
O -0.671 1.840 -4.004
O -3.089 1.276 -3.981
O -1.607 0.454 -2.094
P -1.662 -2.238 -3.469
O -1.146 -3.503 -4.309
O -3.130 -2.309 -3.291
O -0.668 -2.090 -2.322
H -0.005 0.103 -5.950
H -0.081 -1.668 -5.985
H 0.715 -0.835 -4.632
H -3.199 -1.387 -5.174
H 0.175 1.726 -3.506
H -3.369 0.856 -4.815
H -0.261 -3.771 -4.033
Se 1.982 -4.147 1.392
C 1.172 -2.781 0.644
N 0.635 -1.868 0.143
C -3.489 -3.398 0.879
C -2.622 -3.030 2.080
C -1.999 -1.708 1.654
O -2.047 -1.686 0.199
C -2.631 -2.932 -0.275
H -4.434 -2.850 0.895
H -3.705 -4.464 0.818
H -1.847 -3.782 2.234
H -3.188 -2.924 3.004
H -0.964 -1.611 1.971
H -2.563 -0.842 2.004
H -1.818 -3.635 -0.474
H -3.164 -2.716 -1.195

=====

DFT (ωB97M-V with the def2-TZVPD basis set) results for a molecular structure, C23H29BaF6N9O4S4 in a non-equilibrium geometry.

Summary:
DFT total energy = -3905.125965 Ha
Frontier orbital gap = 0.21841 Ha
ΔE to the lowest compared entry with this formula, charge and spin = 0.0 kcal per mole
Highest occupied orbital energy = -6.2 eV

Positions of all 76 atoms, in Å:
Ba -0.079 0.368 -0.753
C 2.970 2.081 -1.305
N 2.650 1.033 -0.342
C 2.889 1.535 1.017
C 3.357 -0.219 -0.535
C 4.538 -0.280 -1.255
C 5.318 -1.429 -1.283
C 4.924 -2.503 -0.504
C 3.723 -2.475 0.187
C 2.840 -1.378 0.117
N 1.590 -1.287 0.691
C 0.942 -2.369 1.219
C 1.110 -3.725 0.856
C 0.510 -4.764 1.562
C -0.360 -4.497 2.605
C -0.680 -3.165 2.872
C -0.083 -2.121 2.189
N -0.427 -0.754 2.455
C 0.540 -0.139 3.364
C -1.780 -0.545 2.938
H 4.025 2.380 -1.283
H 2.366 2.961 -1.076
H 2.733 1.752 -2.320
H 3.925 1.882 1.123
H 2.703 0.739 1.730
H 2.214 2.368 1.228
H 4.885 0.594 -1.790
H 6.230 -1.458 -1.862
H 5.550 -3.385 -0.435
H 3.466 -3.323 0.800
H 1.748 -3.965 0.019
H 0.739 -5.788 1.284
H -0.804 -5.294 3.189
H -1.402 -2.941 3.647
H 0.390 -0.497 4.393
H 0.427 0.946 3.355
H 1.546 -0.399 3.046
H -1.935 -0.903 3.967
H -2.487 -1.054 2.280
H -1.988 0.526 2.923
F -0.077 -1.508 -5.908
C -1.037 -0.926 -5.197
F -1.751 -0.142 -5.986
F -1.824 -1.853 -4.676
S -0.219 0.030 -3.837
O 0.329 -1.018 -2.992
O 0.712 0.959 -4.417
N -1.475 0.755 -3.175
S -1.450 2.319 -2.930
O -0.379 2.719 -2.023
O -2.788 2.707 -2.583
C -1.120 3.252 -4.549
F 0.128 3.671 -4.608
F -1.920 4.315 -4.536
F -1.420 2.515 -5.601
N -2.909 1.208 0.083
N -3.081 2.581 0.331
C -2.032 3.343 0.729
N -2.192 4.661 0.506
S -0.691 2.745 1.539
H -3.175 1.029 -0.884
H -3.535 0.665 0.667
H -3.782 3.039 -0.234
H -2.838 4.994 -0.191
H -1.434 5.262 0.778
S -2.591 -1.778 -0.938
C -3.142 -3.259 -0.385
N -2.245 -4.191 0.058
C -2.593 -5.434 0.433
C -3.902 -5.799 0.399
C -4.804 -4.800 -0.014
N -4.461 -3.594 -0.388
H -1.266 -3.909 0.127
H -1.786 -6.075 0.752
H -4.224 -6.785 0.691
H -5.869 -5.013 -0.036

=====

DFT (ωB97M-V with the def2-TZVPD basis set) results for a single C4H8O3 molecule.

Summary:
DFT total energy = -382.931864 Ha
SMILES = COC(=O)CCO
Frontier orbital gap = 0.41744 Ha
ΔE to the lowest compared entry with this formula, charge and spin = 20.7 kcal per mole
Highest occupied orbital energy = -10.5 eV

Positions of all 15 atoms, in Å:
C -2.841 -0.117 -0.246
O -1.633 -0.170 0.513
C -0.526 0.200 -0.153
O -0.543 0.618 -1.288
C 0.713 -0.004 0.680
C 1.983 0.130 -0.142
O 3.034 -0.401 0.644
H -2.795 -0.826 -1.077
H -3.637 -0.395 0.445
H -3.009 0.885 -0.647
H 0.713 0.701 1.519
H 0.676 -1.005 1.123
H 1.863 -0.417 -1.088
H 2.161 1.185 -0.398
H 3.840 -0.384 0.115

=====

Look up the ΔE to the lowest compared entry with this formula, charge and spin of the first one.
0.0 kcal per mole